Density functional theory data (wB97M-V/def2-TZVPD) for a structure of composition C21H16Cl2N4O3Sn.

Computed properties:
Net charge = 0
Energy = -2389.22384 hartree
Frontier orbital gap = 6.80 eV
E_LUMO = -0.02317 hartree

Each line ends with the Löwdin charge.
Positions of all 47 atoms, in Å:
Sn 0.0816 0.1911 -2.2450  1.18
Cl -3.6205 -5.4063 -0.2726  0.71
C -3.1326 -3.8380 -0.6307  -0.73
C -1.7910 -3.5161 -0.9042  -0.02
C -1.4023 -2.2043 -1.1747  -0.25
N -0.0759 -1.8012 -1.4007  -0.07
C 1.0259 -2.4970 -0.9365  -0.41
O 0.9875 -3.6491 -0.4130  0.02
C 2.2047 -1.5873 -0.8830  -0.20
C 3.3855 -2.1621 -0.4324  0.03
C 4.5664 -1.4127 -0.3788  -0.01
C 4.4151 -0.0654 -0.6703  -0.04
C 3.2200 0.4682 -1.1745  -0.12
N 2.1308 -0.3109 -1.3139  -0.05
C -2.3395 -1.1769 -1.0149  -0.25
C -3.7138 -1.4691 -0.8782  -0.03
C -4.0682 -2.8077 -0.7015  -0.70
Cl -5.7489 -3.1468 -0.6664  0.68
N -1.7569 0.0922 -1.0843  -0.07
C -2.2438 1.0963 -0.2643  -0.48
O -3.2436 1.0479 0.4393  0.05
C -1.3325 2.2658 -0.2961  -0.21
C -1.7734 3.4162 0.3462  0.02
C -0.9164 4.4673 0.4897  -0.03
C 0.3113 4.3950 -0.2143  -0.03
C 0.6294 3.2199 -0.9247  -0.14
N -0.1803 2.1783 -0.9423  -0.03
H -1.1314 -4.3492 -1.0188  0.10
H 3.2416 -3.1284 -0.0089  0.11
H 5.4611 -1.8313 -0.0047  0.10
H 5.2267 0.5738 -0.4431  0.10
H 3.1166 1.5291 -1.3980  0.10
H -4.4910 -0.7263 -1.0149  0.11
H -2.7527 3.4176 0.8279  0.13
H -1.1552 5.3474 1.0349  0.10
H 1.1414 5.1069 -0.0277  0.12
H 1.4860 3.1507 -1.5728  0.10
C 1.7785 1.7016 2.3285  -0.07
O 0.4306 1.2069 2.3706  -0.13
C 0.4082 -0.0727 2.1909  -0.13
C -0.9441 -0.6178 2.1385  -0.08
H 2.4599 1.0540 2.9676  0.11
H 1.8007 2.7481 2.4727  0.07
H 2.1451 1.4526 1.2896  0.07
H -1.7367 0.1777 2.0779  0.09
H -1.1562 -1.2561 3.0340  0.11
H -0.9477 -1.2718 1.2981  0.05

***

Density functional theory data (wB97M-V/def2-TZVPD) for a cluster of 9 separate species, C27H76N4O13 in total.

Computed properties:
Net charge = 0
SMILES string = COCCNCCOC.COCCNCCOC.COCCNCCOC.COCCNCCOC.CO.CO.CO.O.O
Energy = -2271.09825 hartree
Frontier orbital gap = 8.97 eV
E_LUMO = 0.01308 hartree

Each line ends with the Löwdin charge.
Positions of all 120 atoms, in Å:
C -7.7492 6.3712 8.6499  -0.09
O -7.2692 5.1468 8.0812  -0.19
C -7.5989 4.0629 8.9203  -0.25
C -6.7542 2.8230 8.5422  -0.21
N -5.3036 3.1009 8.4793  -0.06
C -4.5929 2.0557 7.7297  -0.18
C -4.5246 2.2924 6.1888  -0.20
O -3.9950 3.5825 5.8596  -0.19
C -3.7660 3.7644 4.5101  -0.14
H -8.8202 6.3554 8.8523  0.09
H -7.4413 7.2137 8.0307  0.08
H -7.0598 6.4469 9.4908  0.09
H -8.6081 3.6730 8.7880  0.12
H -7.4834 4.2065 9.9947  0.12
H -7.1000 2.4419 7.5813  0.10
H -7.0397 2.0430 9.2480  0.11
H -5.2131 3.9645 7.9633  0.09
H -4.9847 1.0881 8.0432  0.12
H -3.5666 2.2027 8.0663  0.11
H -5.4558 2.1794 5.6335  0.11
H -3.8580 1.5052 5.8366  0.11
H -2.9792 3.0971 4.1582  0.08
H -3.4680 4.7957 4.3213  0.09
H -4.6150 3.5365 3.8656  0.08
C -2.1295 -2.3865 -4.5158  -0.11
O -2.9702 -3.3849 -3.9695  -0.20
C -2.5042 -4.0907 -2.8156  -0.21
C -3.4850 -5.1457 -2.3040  -0.20
N -3.7622 -6.1827 -3.3097  -0.06
C -4.4627 -7.2294 -2.6878  -0.27
C -5.0959 -8.0757 -3.7896  -0.21
O -6.0815 -7.3272 -4.4905  -0.21
C -7.2834 -7.1322 -3.7430  -0.09
H -1.2016 -2.8939 -4.7794  0.08
H -1.9579 -1.5321 -3.8611  0.08
H -2.4823 -2.0054 -5.4741  0.08
H -2.3104 -3.4075 -1.9887  0.12
H -1.5754 -4.6015 -3.0698  0.12
H -4.4346 -4.6577 -2.0844  0.12
H -3.1437 -5.6249 -1.3864  0.12
H -4.3230 -5.7339 -4.0197  0.11
H -5.2217 -6.9347 -1.9631  0.10
H -3.6789 -7.7780 -2.1654  0.12
H -5.5267 -8.9817 -3.3633  0.11
H -4.4111 -8.3618 -4.5880  0.13
H -7.6090 -8.1482 -3.5201  0.09
H -8.0707 -6.6188 -4.2951  0.09
H -7.0255 -6.4991 -2.8940  0.08
C 7.4675 5.9673 -8.4225  -0.10
O 6.2985 5.9969 -9.2465  -0.19
C 5.1934 5.2301 -8.8182  -0.22
C 5.3914 3.7025 -8.7102  -0.20
N 5.7977 2.9864 -9.9449  -0.06
C 4.7736 2.9679 -10.9540  -0.22
C 5.3490 2.5003 -12.3012  -0.25
O 6.1670 3.5160 -12.7991  -0.18
C 6.5587 3.1627 -14.1641  -0.08
H 7.2993 6.3767 -7.4264  0.08
H 8.2555 6.6156 -8.8058  0.09
H 7.7712 4.9289 -8.2897  0.08
H 4.3852 5.4895 -9.5021  0.11
H 4.9075 5.6027 -7.8346  0.11
H 4.5202 3.2628 -8.2247  0.11
H 6.1278 3.5023 -7.9320  0.10
H 6.5942 3.4981 -10.2967  0.10
H 4.2962 3.9412 -11.0664  0.11
H 4.0285 2.2512 -10.6086  0.12
H 4.4805 2.4198 -12.9550  0.12
H 5.8850 1.5603 -12.1698  0.13
H 6.9483 3.9503 -14.8091  0.08
H 5.7684 2.6446 -14.7073  0.08
H 7.3885 2.4569 -14.1273  0.08
C -3.7389 -4.8701 10.1807  -0.12
O -2.9068 -5.3005 9.1198  -0.19
C -2.3531 -6.5682 9.4063  -0.23
C -1.4797 -6.9538 8.2463  -0.22
N -0.6115 -5.8866 7.8007  -0.06
C -0.1208 -6.0842 6.4536  -0.23
C 0.7452 -4.9449 6.0069  -0.22
O 0.1200 -3.6713 6.2535  -0.20
C 1.1287 -2.6369 6.1811  -0.10
H -3.1921 -4.6431 11.0959  0.08
H -4.4867 -5.5853 10.5235  0.08
H -4.2300 -3.9441 9.8817  0.09
H -3.1738 -7.2639 9.5813  0.12
H -1.7401 -6.4607 10.3012  0.12
H -2.1114 -7.2135 7.3968  0.11
H -0.9674 -7.8974 8.4343  0.12
H -1.1631 -5.0495 7.6778  0.10
H -0.9846 -6.0926 5.7889  0.12
H 0.3495 -7.0673 6.4337  0.13
H 0.9882 -5.0102 4.9464  0.12
H 1.6188 -4.9673 6.6583  0.12
H 2.0684 -2.8403 6.6946  0.08
H 0.7513 -1.7056 6.6033  0.09
H 1.4227 -2.5997 5.1322  0.08
C 5.1615 4.9996 3.6369  -0.16
O 5.8488 4.7907 2.4007  -0.13
H 4.1242 5.3040 3.4975  0.08
H 5.4034 4.1501 4.2757  0.08
H 5.4724 5.9194 4.1322  0.07
H 6.8002 4.7120 2.5023  0.07
C 1.0033 7.5734 -2.3549  -0.16
O 1.0455 6.2596 -2.8628  -0.14
H 0.9489 8.1346 -3.2877  0.08
H 0.0992 7.7089 -1.7613  0.07
H 1.8772 7.7368 -1.7243  0.08
H 0.4556 6.2410 -3.6199  0.07
C 9.8060 0.7539 -3.2344  -0.15
O 9.7675 -0.6293 -2.7941  -0.13
H 10.8122 1.1677 -3.1683  0.07
H 9.5310 0.9028 -4.2786  0.07
H 9.2302 1.4020 -2.5736  0.07
H 8.8795 -0.9909 -2.8418  0.07
O 5.0756 -2.2128 -3.4636  -0.05
H 4.6977 -1.4100 -3.1046  0.03
H 5.1658 -2.0376 -4.4003  0.03
O 3.7225 1.9823 -1.2836  -0.06
H 4.4053 2.3752 -0.7398  0.03
H 3.0731 2.6770 -1.3925  0.03

***

Density functional theory data (wB97M-V/def2-TZVPD) for an isolated molecule of C5H11NO.

Computed properties:
Net charge = 0
SMILES string = CCCC(=O)NC
Energy = -327.09508 hartree
Frontier orbital gap = 10.10 eV
E_LUMO = 0.03426 hartree

Each line ends with the Löwdin charge.
Positions of all 18 atoms, in Å:
C 0.3222 0.4586 -2.3510  -0.11
C 0.5910 0.9649 -0.9409  -0.25
C -0.6264 0.8597 -0.0027  -0.13
C -1.0415 -0.5708 0.2535  -0.48
N -0.8139 -1.0857 1.5342  -0.01
C 0.4843 -0.9590 2.1687  -0.09
O -1.4929 -1.3262 -0.5795  0.07
H 1.2922 0.3526 -2.8650  0.07
H -0.0140 -0.5751 -2.3642  0.06
H -0.3174 1.1170 -2.9281  0.07
H 0.9881 1.9835 -0.9769  0.11
H 1.4310 0.4220 -0.4945  0.10
H -0.3185 1.2549 0.9602  0.10
H -1.5226 1.4013 -0.3140  0.13
H -1.4977 -1.6968 1.9260  0.12
H 0.4704 -0.6619 3.2232  0.08
H 1.0930 -1.8504 2.0101  0.08
H 0.9730 -0.0885 1.7411  0.06

***

Density functional theory data (wB97M-V/def2-TZVPD) for a structure of composition C29H29BrN8O4S2SbSe4V.

Computed properties:
Spin multiplicity = 3
Net charge = -2
Energy = -16022.06915 hartree
Frontier orbital gap (alpha / beta) = 5.45 / 5.66 eV
E_LUMO (alpha / beta) = 0.13520 / 0.13456 hartree

Each line ends with the Löwdin charge.
Positions of all 79 atoms, in Å:
V 0.7391 -1.1986 -0.9056  0.34
Se -1.0885 1.6670 5.1986  -0.35
Sb -1.6451 1.5085 2.8797  0.06
Se 0.2208 -1.2376 1.5052  -0.06
Se 1.5648 -2.9186 0.5685  0.08
Se -2.1169 3.6635 1.9029  -0.33
Br 0.7289 6.6612 0.1781  0.74
C 0.3955 5.9290 -1.5361  -0.67
C -0.8067 6.1913 -2.1692  -0.12
C -1.0378 5.6458 -3.4218  -0.05
C -0.1051 4.8039 -4.0136  -0.29
C 1.1100 4.5691 -3.3743  -0.01
C 1.3617 5.1378 -2.1373  -0.11
N -0.4316 4.3185 -5.3269  0.06
N -0.2281 3.1413 -5.6677  0.07
C 0.2251 2.1694 -4.7279  -0.27
C 1.3541 1.4530 -5.0659  -0.04
C 2.0237 0.6342 -4.1495  0.01
C 1.5141 0.4708 -2.8696  -0.35
O 2.0759 -0.2014 -1.9063  -0.16
C 0.2378 1.0673 -2.5810  -0.15
N -0.2791 0.7036 -1.3727  0.05
C -1.3978 1.2573 -0.9822  -0.15
C -2.1036 2.1720 -1.7888  -0.03
C -1.6389 2.4735 -3.0337  0.00
C -0.4050 1.9311 -3.4761  -0.11
H -1.5515 6.8095 -1.6879  0.10
H -1.9637 5.8438 -3.9480  0.11
H 1.8544 3.9223 -3.8193  0.12
H 2.2950 4.9395 -1.6295  0.09
H 1.7662 1.6025 -6.0577  0.11
H 2.9412 0.1263 -4.4133  0.12
H -1.7868 0.9562 -0.0214  0.04
H -3.0133 2.6088 -1.4018  0.10
H -2.2104 3.1269 -3.6802  0.11
N -0.5920 -7.5099 1.0248  0.08
C -0.0183 -6.7573 -0.0195  -0.33
C -0.8284 -6.1489 -0.9757  -0.03
C -0.2679 -5.3941 -1.9895  -0.06
C 1.1072 -5.2332 -2.0574  -0.31
C 1.9212 -5.8652 -1.1316  -0.11
C 1.3625 -6.6335 -0.1254  -0.06
S 1.8489 -4.1810 -3.2796  0.54
O 3.2078 -3.9551 -2.8687  -0.32
O 1.6525 -4.8327 -4.5575  -0.34
N 1.0613 -2.8293 -3.2228  -0.13
C -0.1651 -2.3801 -3.1988  -0.75
S -1.0522 -1.9018 -4.6481  1.03
C -2.3523 -1.3152 -3.6596  -0.41
C -2.0505 -1.4767 -2.3585  -0.25
N -0.8317 -2.0629 -2.0864  -0.06
H -1.5101 -7.1720 1.2750  0.08
H -0.0069 -7.5205 1.8477  0.08
H -1.9061 -6.2432 -0.9026  0.11
H -0.9131 -4.9093 -2.7112  0.11
H 2.9896 -5.7043 -1.1772  0.11
H 2.0004 -7.0948 0.6204  0.11
H -3.2420 -0.8675 -4.0693  0.06
H -2.6760 -1.1812 -1.5293  0.11
C 3.6635 -0.4757 3.1855  -0.07
N 3.4235 0.9500 3.1034  -0.14
C 3.7946 1.7074 4.2705  -0.09
C 3.0825 1.4744 1.8727  -0.52
O 3.2871 0.8489 0.8430  0.03
N 2.5026 2.7260 1.8457  -0.11
C 2.1883 3.2470 0.5216  -0.06
C 1.8460 3.3418 2.9894  -0.09
H 3.1222 -0.8894 4.0411  0.09
H 4.7334 -0.6874 3.3151  0.08
H 3.3180 -0.9608 2.2781  0.03
H 4.7246 1.2931 4.6766  0.08
H 3.0367 1.6737 5.0615  0.09
H 3.9879 2.7475 4.0188  0.07
H 3.0172 3.8411 0.1180  0.08
H 1.3030 3.8794 0.5878  0.03
H 1.9969 2.4240 -0.1647  0.08
H 1.4595 2.5916 3.6790  0.03
H 0.9940 3.9205 2.6380  0.04
H 2.5012 4.0210 3.5457  0.07

***

What M values result from the calculations? In sequence: 562.00 664.92 101.15 1186.19 g mol⁻¹.
What strongest force on any atom values result from the calculations? In sequence: 3.86 2.36 1.63 0.96 eV/Å.